i:
The following is a quantum chemistry calculation of C7H12 in the gas phase, from the OMol25 dataset.

Output
E_LUMO ... -0.23 eV
Orbital gap ... 8.656 eV

The geometry in ORCA input format:
```
! RIJCOSX wB97M-V def2-TZVPD def2/J DEFGRID3
* xyz 0 1
C -2.265 0.853 0.358
C -1.198 0.130 -0.463
C 0.245 0.515 -0.100
C 0.619 0.211 1.360
C 2.633 -0.365 -0.473
C 1.756 -1.545 -0.784
C 1.248 -0.169 -1.026
H -3.272 0.587 0.017
H -2.164 1.942 0.270
H -2.200 0.598 1.422
H -1.314 -0.957 -0.348
H -1.361 0.341 -1.529
H 0.358 1.598 -0.255
H 0.343 -0.815 1.639
H 0.138 0.899 2.064
H 1.702 0.310 1.489
H 2.069 -2.143 -1.641
H 1.435 -2.151 0.068
H 1.228 0.161 -2.068
*
```

---

ii:
The following is a quantum chemistry calculation of 2 unconnected molecules or ions with the total composition C7H12, from the OMol25 dataset.

Output
E_LUMO ... 1.13 eV
SMILES ... C/C=C1/C=CCC1.[H][H]
Orbital gap ... 9.234 eV

The geometry in ORCA input format:
```
! RIJCOSX wB97M-V def2-TZVPD def2/J DEFGRID3
* xyz 0 1
C 2.530 -0.403 1.003
C 1.386 -1.008 0.249
C 0.239 -0.391 -0.044
C -1.015 -1.086 -0.375
C -2.064 -0.320 -0.064
C -1.635 1.043 0.434
C -0.127 1.071 0.115
H 2.789 -1.067 1.836
H 3.436 -0.262 0.405
H 2.248 0.565 1.430
H 1.453 -2.076 0.036
H -1.047 -2.120 -0.709
H -3.102 -0.638 -0.093
H -2.185 1.863 -0.040
H -1.806 1.126 1.517
H 0.471 1.605 0.859
H 0.035 1.577 -0.847
H -1.120 0.201 -2.671
H -0.486 0.320 -3.042
*
```

---

iii:
The following is a quantum chemistry calculation of C7H12 in the gas phase, from the OMol25 dataset.

Output
E_LUMO ... 1.16 eV
SMILES ... C[C@@H]1C=CC[C@@H]1C
Orbital gap ... 10.245 eV

The geometry in ORCA input format:
```
! RIJCOSX wB97M-V def2-TZVPD def2/J DEFGRID3
* xyz 0 1
C 0.939 -1.159 -0.910
C 0.256 0.216 -0.986
C 1.295 1.182 -0.466
C 1.202 1.269 0.859
C -0.070 0.630 1.374
C -0.862 0.367 0.070
C -1.863 -0.781 0.100
H 0.358 -1.972 -1.354
H 1.124 -1.407 0.144
H 1.923 -1.124 -1.392
H -0.103 0.434 -2.000
H 2.099 1.576 -1.081
H 1.961 1.692 1.505
H -0.596 1.311 2.052
H 0.109 -0.298 1.941
H -1.402 1.296 -0.161
H -1.374 -1.734 0.328
H -2.642 -0.615 0.852
H -2.355 -0.883 -0.876
*
```

---

iv:
The following is a quantum chemistry calculation of a molecular structure, C7H12, from the OMol25 dataset.

Output
E_LUMO ... 1.07 eV
Orbital gap ... 10.107 eV

The geometry in ORCA input format:
```
! RIJCOSX wB97M-V def2-TZVPD def2/J DEFGRID3
* xyz 0 1
C -2.016 0.037 0.545
C -1.239 -0.608 -0.587
C -0.073 0.037 -1.296
C 0.643 1.227 -0.642
C 1.371 0.660 0.630
C 0.993 -0.856 0.781
C 0.135 -1.213 -0.441
H -2.783 0.709 0.140
H -2.529 -0.731 1.137
H -1.391 0.622 1.229
H -1.872 -1.180 -1.267
H -0.008 -0.015 -2.386
H 1.420 1.655 -1.287
H -0.005 2.064 -0.345
H 2.702 0.853 0.592
H 1.851 1.348 1.539
H 0.516 -1.016 1.759
H 1.934 -1.416 0.803
H 0.351 -2.179 -0.904
*
```

---

Most stable: iii (next structure +130.5 kJ/mol)

---

i:
The following is a quantum chemistry calculation of 2 unconnected molecules or ions with the total composition C7H12, from the OMol25 dataset.

Output
E_LUMO ... 0.52 eV
Orbital gap ... 8.767 eV

The geometry in ORCA input format:
```
! RIJCOSX wB97M-V def2-TZVPD def2/J DEFGRID3
* xyz 0 1
C 1.901 -0.021 -2.384
C 1.888 1.068 -1.390
C -0.242 0.867 0.049
C -0.934 -0.094 0.953
C -1.509 -0.051 2.313
C -2.316 -0.581 1.134
C 0.303 -0.571 0.321
H 2.815 0.307 -2.927
H 1.088 0.023 -3.113
H 2.077 -1.059 -2.071
H 2.555 0.755 -0.564
H 0.252 1.711 0.507
H -0.718 1.075 -0.905
H -1.791 0.915 2.723
H -1.161 -0.771 3.049
H -3.134 0.035 0.767
H -2.501 -1.652 1.089
H 0.229 -1.296 -0.485
H 1.197 -0.661 0.932
*
```

---

ii:
The following is a quantum chemistry calculation of 2 unconnected molecules or ions with the total composition C7H12, from the OMol25 dataset.

Output
E_LUMO ... 1.13 eV
SMILES ... C/C=C1/C=CCC1.[H][H]
Orbital gap ... 9.242 eV

The geometry in ORCA input format:
```
! RIJCOSX wB97M-V def2-TZVPD def2/J DEFGRID3
* xyz 0 1
C -2.317 -0.949 1.099
C -1.623 -0.516 -0.156
C -0.369 -0.068 -0.236
C 0.166 0.717 -1.360
C 1.204 1.455 -0.961
C 1.555 1.192 0.487
C 0.710 -0.053 0.830
H -3.263 -0.401 1.186
H -2.558 -2.017 1.127
H -1.716 -0.712 1.982
H -2.239 -0.456 -1.055
H -0.312 0.751 -2.336
H 1.707 2.206 -1.562
H 2.628 1.033 0.643
H 1.265 2.046 1.114
H 0.327 -0.056 1.854
H 1.326 -0.955 0.715
H 1.938 -1.291 -1.751
H 1.572 -1.925 -1.620
*
```

---

iii:
The following is a quantum chemistry calculation of C7H12 in the gas phase, from the OMol25 dataset.

Output
E_LUMO ... 1.22 eV
SMILES ... CC[C@H]1C[C@H]2C[C@@H]12
Orbital gap ... 10.758 eV

The geometry in ORCA input format:
```
! RIJCOSX wB97M-V def2-TZVPD def2/J DEFGRID3
* xyz 0 1
C -0.525 -2.501 0.545
C 0.040 -1.346 -0.281
C -0.524 0.021 0.111
C 0.230 0.925 1.142
C 0.251 2.051 0.109
C 0.982 1.601 -1.117
C -0.434 1.157 -0.909
H -0.143 -3.465 0.191
H -1.620 -2.531 0.474
H -0.266 -2.408 1.607
H 1.135 -1.335 -0.196
H -0.181 -1.523 -1.342
H -1.567 -0.093 0.432
H 1.219 0.573 1.463
H -0.366 1.153 2.029
H 0.062 3.101 0.314
H 1.116 2.359 -1.884
H 1.810 0.897 -1.038
H -1.218 1.414 -1.617
*
```

---

iv:
The following is a quantum chemistry calculation of 2 unconnected molecules or ions with the total composition C7H12, from the OMol25 dataset.

Output
E_LUMO ... 1.15 eV
SMILES ... C/C=C1/C=CCC1.[H][H]
Orbital gap ... 9.070 eV

The geometry in ORCA input format:
```
! RIJCOSX wB97M-V def2-TZVPD def2/J DEFGRID3
* xyz 0 1
C -2.162 -0.932 0.818
C -1.451 -0.590 -0.429
C -0.202 -0.134 -0.421
C 0.182 0.796 -1.478
C 1.064 1.670 -0.996
C 1.612 1.240 0.347
C 0.855 -0.063 0.685
H -3.080 -0.334 0.864
H -2.386 -1.997 0.853
H -1.531 -0.644 1.664
H -2.019 -0.586 -1.364
H -0.426 0.889 -2.376
H 1.243 2.645 -1.432
H 2.694 1.077 0.317
H 1.413 1.995 1.115
H 0.512 -0.037 1.728
H 1.526 -0.936 0.656
H 1.307 -1.815 -1.537
H 0.929 -2.355 -1.191
*
```

---

Most stable: iii (next structure +22.6 kJ/mol)

---

i:
The following is a quantum chemistry calculation of C7H12 in the gas phase, from the OMol25 dataset.

Output
E_LUMO ... 1.13 eV
SMILES ... CC1CC2(CC2)C1
Orbital gap ... 9.698 eV

The geometry in ORCA input format:
```
! RIJCOSX wB97M-V def2-TZVPD def2/J DEFGRID3
* xyz 0 1
C -2.652 0.049 -0.042
C -1.155 -0.381 0.090
C -0.209 0.399 -0.826
C 0.953 0.213 0.114
C 2.002 -0.825 -0.198
C 2.370 0.636 -0.096
C 0.048 0.069 1.304
H -2.978 -0.177 -1.076
H -2.845 1.126 0.089
H -3.344 -0.495 0.612
H -1.085 -1.456 0.013
H -0.103 0.010 -1.836
H -0.481 1.466 -0.855
H 1.992 -1.290 -1.183
H 2.352 -1.488 0.593
H 2.601 1.163 -1.020
H 2.972 0.948 0.752
H -0.844 0.632 1.468
H 0.404 -0.600 2.095
*
```

---

ii:
The following is a quantum chemistry calculation of 2 unconnected molecules or ions with the total composition C7H12, from the OMol25 dataset.

Output
E_LUMO ... 1.04 eV
Orbital gap ... 10.208 eV

The geometry in ORCA input format:
```
! RIJCOSX wB97M-V def2-TZVPD def2/J DEFGRID3
* xyz 0 1
C 1.597 -1.648 -0.036
C 1.815 -0.280 -0.748
C 0.478 0.362 -0.427
C 0.010 1.757 -0.832
C -1.314 1.729 -0.166
C -2.053 1.061 0.522
C -2.494 -0.100 1.302
H 2.369 -1.827 0.730
H 0.267 -1.634 0.616
H 1.634 -2.479 -0.762
H 2.650 0.319 -0.345
H 1.973 -0.341 -1.839
H 0.414 0.306 0.665
H -0.266 -0.352 -0.801
H 0.670 2.536 -0.438
H -0.054 1.864 -1.919
H -1.642 -0.844 1.217
H -3.403 -0.565 0.901
H -2.650 0.136 2.362
*
```

---

Most stable: i (next structure +90.0 kJ/mol)

---

i:
The following is a quantum chemistry calculation of C7H12 in the gas phase, from the OMol25 dataset.

Output
E_LUMO (alpha / beta) ... 1.12 / 0.60 eV
Orbital gap (alpha / beta) ... 8.676 / 6.737 eV

The geometry in ORCA input format:
```
! RIJCOSX wB97M-V def2-TZVPD def2/J DEFGRID3
* xyz 0 1
C 0.455 0.552 -2.596
C 0.480 0.325 -1.096
C -0.705 0.783 -0.192
C -0.542 -0.548 0.571
C 0.443 0.199 2.477
C -0.518 -0.809 2.108
C 0.331 -1.025 -0.479
H 0.490 1.622 -2.834
H -0.463 0.135 -3.025
H 1.308 0.070 -3.088
H 1.382 0.772 -0.627
H -0.539 1.697 0.379
H -1.652 0.837 -0.743
H 0.120 1.164 2.851
H 1.498 0.050 2.276
H -1.519 -0.664 2.517
H -0.218 -1.852 2.259
H -1.127 -1.306 -0.111
H 0.776 -2.002 -0.647
*
```

---

ii:
The following is a quantum chemistry calculation of C7H12 in the gas phase, from the OMol25 dataset.

Output
E_LUMO ... 1.07 eV
SMILES ... C=C(C)C/C=C/C
Orbital gap ... 9.544 eV

The geometry in ORCA input format:
```
! RIJCOSX wB97M-V def2-TZVPD def2/J DEFGRID3
* xyz 0 1
C -1.533 1.443 1.316
C -0.985 0.236 1.115
C -0.037 -0.406 2.119
C -1.213 -0.413 -0.241
C -0.047 -0.945 -1.083
C 1.220 -0.524 -0.938
C 1.878 0.174 -2.118
H -1.566 1.940 2.266
H -2.045 1.888 0.488
H -0.210 -1.474 2.297
H -0.187 0.135 3.045
H 1.056 -0.417 2.004
H -1.989 -1.199 -0.163
H -1.810 0.306 -0.835
H -0.237 -1.577 -1.958
H 1.454 -0.105 0.064
H 2.941 -0.099 -2.331
H 1.449 -0.224 -3.044
H 1.861 1.261 -2.004
*
```

---

Most stable: ii (next structure +297.1 kJ/mol)

---

i:
The following is a quantum chemistry calculation of 3 unconnected molecules or ions with the total composition C4H12NO2S, from the OMol25 dataset.

Output
E_LUMO ... 1.32 eV
Orbital gap ... 5.192 eV

The geometry in ORCA input format:
```
! RIJCOSX wB97M-V def2-TZVPD def2/J DEFGRID3
* xyz -1 1
C 0.282 1.148 -0.761
C 0.697 -0.358 -0.503
C 2.084 -0.699 0.215
S 3.415 0.331 -0.443
N -0.512 -1.031 0.043
C -1.138 -0.442 1.324
O -2.183 0.416 1.008
H 1.093 1.510 -1.459
H 0.350 1.591 0.278
H -0.794 1.115 -1.197
H 0.847 -0.723 -1.552
H 2.435 -1.746 -0.124
H 1.759 -0.800 1.301
H 2.214 1.055 1.138
H -0.327 -2.026 0.118
H -0.094 0.027 1.716
H -1.519 -1.182 1.962
H -3.204 0.241 -1.618
H -2.605 0.587 -0.258
O -2.801 0.988 -1.187
*
```

---

ii:
The following is a quantum chemistry calculation of 2 unconnected molecules or ions with the total composition C4H12NO2S, from the OMol25 dataset.

Output
E_LUMO ... 3.23 eV
Orbital gap ... 6.825 eV

The geometry in ORCA input format:
```
! RIJCOSX wB97M-V def2-TZVPD def2/J DEFGRID3
* xyz -1 1
C -0.656 1.033 0.519
O -2.005 0.841 0.687
C -0.010 -0.212 -0.149
C 1.469 -0.384 0.175
C 2.336 -1.119 -0.827
S 1.940 -2.865 -1.086
N -0.708 -1.465 0.176
H -0.386 1.898 -0.114
H -0.170 1.176 1.515
H -0.087 -0.064 -1.235
H 1.981 0.589 0.208
H 1.599 -0.702 1.196
H 3.385 -0.986 -0.586
H 2.263 -0.592 -1.788
H 0.705 -2.814 -0.556
H -1.155 -1.318 1.079
H -1.500 -1.504 -0.438
H -3.390 3.011 -0.245
H -2.641 2.268 0.869
O -2.967 3.209 0.600
*
```

---

iii:
The following is a quantum chemistry calculation of 3 unconnected molecules or ions with the total composition C4H12NO2S, from the OMol25 dataset.

Output
E_LUMO ... -0.07 eV
Orbital gap ... 3.628 eV

The geometry in ORCA input format:
```
! RIJCOSX wB97M-V def2-TZVPD def2/J DEFGRID3
* xyz -1 1
C -1.082 -0.132 0.565
N -0.803 -1.215 -0.332
C -0.765 -2.463 0.588
O -0.614 -2.294 1.848
C -0.863 1.226 -0.084
C 0.606 1.369 -0.568
S 1.604 2.157 0.661
H -0.525 -0.303 1.515
H -2.138 -0.147 0.909
H 1.922 -1.790 1.135
H -0.006 -3.175 0.171
H -1.730 -2.840 0.191
H -1.484 1.260 -0.990
H -1.127 2.144 0.432
H 1.041 0.400 -0.875
H 0.673 1.953 -1.475
H 1.742 -1.107 1.368
H -0.148 -0.551 -3.694
H -0.464 -0.713 -1.267
O -0.110 -0.374 -2.762
*
```

---

Most stable: ii (next structure +511.4 kJ/mol)

---

i:
The following is a quantum chemistry calculation of 2 unconnected molecules or ions with the total composition C4H12NO2S, from the OMol25 dataset.

Output
E_LUMO ... 2.99 eV
Orbital gap ... 6.498 eV

The geometry in ORCA input format:
```
! RIJCOSX wB97M-V def2-TZVPD def2/J DEFGRID3
* xyz -1 1
C 1.773 -1.728 -0.041
C 0.461 -1.105 0.475
C -0.552 -0.912 -0.626
S -1.462 -2.429 -1.028
N 0.893 0.184 1.115
C -0.166 1.253 1.248
O -0.216 2.102 0.208
H 2.470 -1.622 0.808
H 1.534 -2.772 -0.252
H 2.261 -1.153 -0.825
H 0.099 -1.697 1.319
H -1.200 -0.041 -0.398
H -0.178 -0.453 -1.551
H -2.099 -2.662 0.163
H 1.598 0.608 0.519
H -1.083 0.602 1.341
H 0.034 1.829 2.153
H 0.094 4.705 0.355
H 0.553 3.495 -0.381
O 0.652 4.490 -0.406
*
```

---

ii:
The following is a quantum chemistry calculation of 3 unconnected molecules or ions with the total composition C4H12NO2S, from the OMol25 dataset.

Output
E_LUMO ... 1.90 eV
Orbital gap ... 4.627 eV

The geometry in ORCA input format:
```
! RIJCOSX wB97M-V def2-TZVPD def2/J DEFGRID3
* xyz -1 1
C 1.453 0.346 0.941
O 2.426 -0.597 0.918
C 0.109 -0.058 0.417
C -0.929 1.097 0.565
C -2.308 0.535 0.194
S -2.455 -0.388 -1.368
N -0.390 -1.304 1.037
H 1.940 1.134 0.200
H 1.350 0.941 1.841
H 0.245 -0.321 -0.638
H -0.700 1.962 -0.070
H -1.022 1.531 1.589
H -2.722 -0.067 1.006
H -3.007 1.374 0.094
H 1.604 1.742 -0.369
H 0.434 -1.878 1.211
H -0.957 -1.754 0.323
H 3.022 -0.094 -0.333
H 4.228 0.870 -0.831
O 3.456 0.406 -1.165
*
```

---

Most stable: i (next structure +308.6 kJ/mol)